*one*
The following is a DFT calculation (the ωB97M-V functional and the def2-TZVPD basis) of one molecule with the formula C17H24N4O3.

Last column: Löwdin charge in e.
CARTESIAN COORDINATES (ANGSTROEM)
1 N -0.442 1.903 -5.127  -0.049
2 C -1.437 0.880 -5.111  -0.324
3 C -1.136 -0.373 -4.178  -0.196
4 C -1.644 -0.340 -2.686  -0.212
5 C -0.695 0.447 -1.774  -0.185
6 C -0.615 0.371 -0.318  -0.208
7 N 0.000 -0.912 0.167  0.137
8 C -0.654 -2.054 0.564  -0.413
9 O -1.525 -2.642 -0.066  0.068
10 C -0.196 -2.537 1.936  -0.400
11 N -0.480 -3.899 1.968  0.016
12 C 1.256 -2.265 2.361  -0.105
13 C 1.940 -0.950 2.097  -0.221
14 C 3.149 -0.648 1.373  0.006
15 N 3.286 0.750 1.319  0.053
16 C 2.435 1.420 2.107  -0.246
17 C 2.332 2.679 2.499  -0.044
18 C 1.121 3.011 3.129  -0.098
19 C 0.244 2.018 3.637  -0.038
20 C 0.592 0.566 3.457  -0.002
21 C 1.632 0.323 2.687  -0.208
22 C -1.928 0.671 0.436  -0.416
23 O -2.127 0.198 1.557  0.081
24 O -2.881 1.318 -0.289  0.087
25 H 0.404 1.565 -5.594  0.072
26 H -0.663 2.928 -5.096  0.093
27 H -2.321 1.442 -4.748  0.115
28 H -1.499 0.357 -6.088  0.093
29 H -1.594 -1.218 -4.825  0.112
30 H 0.030 -0.622 -4.142  0.136
31 H -2.659 0.113 -2.736  0.106
32 H -1.761 -1.400 -2.389  0.101
33 H -0.835 1.412 -2.325  0.134
34 H 0.275 -0.007 -1.973  0.114
35 H 0.095 1.146 -0.013  0.160
36 H 0.777 -0.637 0.865  0.098
37 H -0.750 -1.962 2.722  0.141
38 H -0.657 -4.237 2.941  0.100
39 H -1.331 -4.024 1.255  0.135
40 H 1.977 -3.123 1.895  0.170
41 H 1.132 -2.545 3.406  0.110
42 H 3.780 -1.319 0.704  0.142
43 H 4.053 1.245 0.809  0.179
44 H 2.783 3.509 2.025  0.100
45 H 0.819 4.025 3.298  0.089
46 H -0.707 2.448 3.998  0.095
47 H 0.085 -0.382 3.864  0.136
48 H -3.658 1.352 0.403  0.185

Computed properties:
- LUMO energy: 0.50 eV
- HOMO-LUMO gap: 8.49 eV
- HOMO energy: -7.988 eV
- Structure (SMILES): NCCCC[C@H](NC(=O)[C@@H](N)Cc1c[nH]c2ccccc12)C(=O)O

=====

*two*
The following is a DFT calculation (the ωB97M-V functional and the def2-TZVPD basis) of C17H24N4O3 as an isolated structure.

Last column: Löwdin charge in e.
CARTESIAN COORDINATES (ANGSTROEM)
1 C 1.730 0.764 1.842  -0.311
2 C 1.022 -0.262 2.768  -0.415
3 C 2.379 0.218 0.489  -0.040
4 C 2.728 1.435 -0.487  -0.145
5 C 3.690 2.362 -0.408  -0.161
6 C 1.972 1.770 -1.636  -0.189
7 C 2.524 2.758 -2.240  -0.335
8 C 1.009 0.967 -2.403  -0.016
9 C 1.909 3.343 -3.347  -0.028
10 C 0.392 1.444 -3.568  -0.069
11 C 0.874 2.734 -4.014  -0.101
12 C -0.876 0.188 1.208  -0.267
13 C -2.286 0.823 1.387  -0.478
14 C -1.038 -0.780 -0.018  -0.133
15 C -1.898 -1.890 0.633  -0.182
16 C -2.757 -2.921 -0.331  -0.209
17 C -3.493 -3.991 0.423  -0.401
18 H 2.297 1.643 3.556  0.134
19 H 3.977 0.808 2.479  0.218
20 H 0.850 1.509 1.577  0.131
21 H 1.707 -0.417 -0.062  0.066
22 H 3.300 -0.228 0.652  0.078
23 H 4.567 2.393 0.266  0.124
24 H 3.482 4.708 -0.857  0.330
25 H 0.910 -0.115 -2.025  0.110
26 H 2.032 4.414 -3.779  0.143
27 H -0.519 0.779 -3.996  0.146
28 H 0.517 3.292 -4.802  0.065
29 H -0.692 -1.423 2.662  0.159
30 H -0.302 1.229 1.074  0.165
31 H -1.400 -0.233 -0.829  0.087
32 H -0.068 -1.155 -0.400  0.093
33 H -2.790 -1.367 1.282  0.157
34 H -1.300 -2.406 1.445  0.099
35 H -1.979 -3.323 -1.250  0.155
36 H -3.396 -2.156 -0.889  0.117
37 H -3.001 -4.161 1.515  0.146
38 H -4.454 -3.660 0.732  0.082
39 H -4.646 -5.008 -0.988  0.119
40 H -2.834 -5.194 -1.129  0.145
41 H -2.202 0.862 3.582  0.216
42 N 2.872 1.540 2.546  -0.031
43 N 3.643 3.179 -1.517  0.064
44 N -0.349 -0.438 2.400  0.070
45 N -3.757 -5.266 -0.299  -0.083
46 O 1.484 -1.023 3.593  0.071
47 O -3.125 1.095 0.518  0.080
48 O -2.704 1.164 2.645  0.026

Computed properties:
- LUMO energy: -1.13 eV
- HOMO-LUMO gap: 7.26 eV
- HOMO energy: -8.394 eV

=====

Quick one: least stable of them? *two*